Here is C33H34BF4N7O2PRuS as an isolated structure in a non-equilibrium geometry from the Open Molecules 2025 dataset. Energies are from wB97M-V/def2-TZVPD.

Properties
LUMO energy (spin up / spin down): 0.01 / -0.78 eV
total charge: 0
gap between HOMO and LUMO (spin up / spin down): 7.0 / 6.2 eV
multiplicity: 2
<S²>: 0.7799
HOMO level (spin up / spin down): -7.01 / -7.01 eV

Element x y z (Å)
Ru  0.3414  0.6731  1.1846
C  0.2172  3.5248  -0.7233
C  1.5833  3.1916  -0.2321
C  2.6715  3.9231  -0.7709
C  3.9355  3.6789  -0.3455
C  4.1515  2.7460  0.6901
C  5.4390  2.5202  1.2336
C  5.5826  1.6615  2.2837
C  4.4553  1.0157  2.8269
C  3.1909  1.2019  2.3136
S  1.7919  0.4511  3.0376
C  3.0306  2.0610  1.1963
N  1.7598  2.2486  0.6782
H  0.1887  4.5601  -1.0636
H  -0.5183  3.3918  0.0678
H  -0.0465  2.8820  -1.5588
H  2.4667  4.6715  -1.5246
H  4.7803  4.2182  -0.7585
H  6.2875  3.0451  0.8134
H  6.5591  1.4839  2.7154
H  4.5716  0.3619  3.6832
N  -0.9431  -0.7560  2.2119
C  -1.2897  -1.9302  1.4670
C  -2.4912  -2.5896  1.6868
C  -2.7884  -3.7368  0.9690
C  -1.8768  -4.2416  0.0491
C  -0.6859  -3.5707  -0.1758
C  -0.3970  -2.3914  0.5057
P  1.0072  -1.2897  0.1522
C  2.5053  -2.3196  0.3300
C  2.7480  -3.4050  -0.5220
C  3.8463  -4.2215  -0.3243
C  4.7221  -3.9745  0.7256
C  4.4880  -2.9099  1.5760
C  3.3836  -2.0886  1.3834
C  0.9612  -0.9469  -1.7530
C  -0.3340  -1.2345  -2.4263
C  -0.4777  -1.0017  -3.7764
C  0.4727  -0.4604  -4.6157
C  1.7986  0.0189  -4.2559
C  2.1733  0.5782  -2.9166
H  -0.2242  -0.9722  2.8984
H  -1.7181  -0.3369  2.7234
H  -3.1759  -2.2133  2.4381
H  -3.7266  -4.2478  1.1415
H  -2.0988  -5.1471  -0.4995
H  0.0076  -3.9510  -0.9150
H  2.0991  -3.6081  -1.3589
H  4.0234  -5.0497  -0.9983
H  5.5832  -4.6135  0.8754
H  5.1620  -2.7095  2.3991
H  3.1960  -1.2702  2.0595
H  -1.1654  -1.6096  -1.8493
H  -1.4310  -1.2573  -4.2259
H  0.2194  -0.3535  -5.6621
H  2.3953  0.3828  -5.0821
H  2.8325  1.4301  -2.8010
O  2.0255  -1.6176  -2.4649
N  2.7273  -0.7067  -3.2769
O  1.3100  0.4346  -1.8600
F  -3.0895  3.0439  2.5118
B  -2.1314  2.3584  3.2831
F  -0.9395  2.2307  2.4787
F  -1.8514  2.9758  4.4654
F  -2.6265  1.0242  3.4943
C  -5.7433  -0.0469  -1.5430
C  -5.7750  0.7823  -0.2628
C  -5.5151  -0.0852  0.9666
C  -4.8191  1.9692  -0.3407
N  -3.4224  1.5663  -0.5087
C  -2.5715  1.1085  0.3959
N  -1.4037  0.9205  -0.1938
N  -1.5860  1.2683  -1.4968
N  -2.7849  1.6513  -1.6898
H  -6.4680  -0.8602  -1.4903
H  -4.7567  -0.4927  -1.6926
H  -5.9724  0.5589  -2.4215
H  -6.7675  1.2317  -0.1595
H  -4.6142  -0.6887  0.8293
H  -6.3426  -0.7781  1.1232
H  -5.3944  0.5132  1.8717
H  -4.8631  2.5716  0.5669
H  -5.0493  2.5968  -1.1996
H  -2.8161  0.9565  1.4328

***

Here is C33H34ClN5O3V as an isolated structure from the Open Molecules 2025 dataset. Energies are from wB97M-V/def2-TZVPD.

Properties
LUMO energy (spin up / spin down): -3.75 / -3.93 eV
total charge: +1
gap between HOMO and LUMO (spin up / spin down): 7.6 / 7.4 eV
multiplicity: 3
<S²>: 2.0200
HOMO level (spin up / spin down): -11.31 / -11.31 eV

Element x y z (Å)
V  -0.1038  -1.5519  0.5111
C  0.6724  -4.1267  -0.9182
N  1.3461  -3.1087  -0.0813
C  2.5424  -2.6413  -0.7938
C  1.7212  -3.7188  1.2140
C  0.4943  -3.8755  2.0756
C  0.4266  -4.8645  3.0481
C  -0.7065  -4.9742  3.8401
C  -1.7687  -4.0986  3.6592
C  -1.6947  -3.1097  2.6878
C  -0.5657  -2.9788  1.8754
H  1.3576  -4.9585  -1.1102
H  0.3670  -3.6773  -1.8583
H  -0.2105  -4.4999  -0.4049
H  3.2441  -3.4646  -0.9616
H  3.0461  -1.8655  -0.2167
H  2.2498  -2.2333  -1.7605
H  2.4469  -3.0520  1.6897
H  2.2274  -4.6774  1.0498
H  1.2504  -5.5569  3.1815
H  -0.7651  -5.7491  4.5932
H  -2.6548  -4.1890  4.2741
H  -2.5369  -2.4388  2.5690
N  -2.1343  2.8940  3.0790
C  -2.3780  1.7788  2.3295
C  -1.3336  0.9549  1.8846
N  -1.5768  -0.1369  1.1751
C  -2.8513  -0.4346  0.8908
C  -3.8683  0.3711  1.3683
N  -3.6456  1.4650  2.0831
H  -1.2360  3.3393  3.0138
H  -2.9226  3.5061  3.2145
H  -0.3040  1.1938  2.1171
H  -3.0490  -1.3022  0.2781
H  -4.9014  0.1192  1.1620
C  2.8957  -0.3432  3.0816
C  2.2874  0.1540  1.8105
O  1.3618  -0.4994  1.3096
C  2.7545  1.3787  1.1606
C  2.0447  1.8916  0.0690
C  2.4722  3.0482  -0.5534
C  3.6135  3.6969  -0.0930
C  4.3249  3.1957  0.9896
C  3.8956  2.0419  1.6210
H  2.3089  -1.1731  3.4672
H  2.9548  0.4531  3.8230
H  3.9166  -0.6812  2.8856
H  1.1545  1.3875  -0.2854
H  1.9187  3.4475  -1.3935
H  3.9498  4.6023  -0.5811
H  5.2115  3.7055  1.3402
H  4.4539  1.6559  2.4631
O  -2.7727  -1.1132  -2.1328
C  -1.5782  -0.9576  -2.0492
O  -0.8228  -1.6292  -1.1860
C  -0.8349  -0.0100  -2.9365
C  -1.5293  0.6184  -3.9644
C  -0.8823  1.5266  -4.7873
C  0.4600  1.8203  -4.5856
C  1.1607  1.1889  -3.5663
C  0.5152  0.2697  -2.7521
H  -2.5766  0.3857  -4.1018
H  -1.4254  2.0088  -5.5899
H  0.9611  2.5320  -5.2285
H  2.2126  1.3996  -3.4171
H  1.0722  -0.2437  -1.9785
Cl  -0.2348  5.0553  -2.6434
C  -1.5420  3.9754  -2.2860
C  -2.7043  3.9926  -3.0356
C  -3.6994  3.0856  -2.7027
C  -3.4838  2.2067  -1.6520
N  -2.3717  2.2074  -0.9203
C  -1.4232  3.0830  -1.2335
H  -2.8198  4.6899  -3.8542
H  -4.6270  3.0524  -3.2570
H  -4.2312  1.4669  -1.3910
H  -0.5260  3.0890  -0.6220

***

Here is C33H34GeIrN4OS as an isolated structure from the Open Molecules 2025 dataset. Energies are from wB97M-V/def2-TZVPD.

Properties
LUMO energy (spin up / spin down): -8.63 / -11.87 eV
total charge: +3
gap between HOMO and LUMO (spin up / spin down): 7.6 / 4.6 eV
multiplicity: 5
<S²>: 6.0756
HOMO level (spin up / spin down): -16.24 / -16.48 eV

Element x y z (Å)
Ir  0.4606  0.4061  -0.9138
C  2.9649  -1.6030  4.7241
C  1.4502  -1.5673  4.4981
N  1.0868  -1.7527  3.0810
C  0.5261  -3.0565  2.7104
C  1.6099  -4.1374  2.6370
C  1.2919  -0.7453  2.1570
S  1.2119  -1.2039  0.4651
N  1.6248  0.3932  2.7119
C  1.7402  1.6145  2.0096
O  1.0776  1.8382  0.9960
C  2.6429  2.5640  2.6346
C  3.1517  2.3385  3.9231
C  4.0309  3.2442  4.4875
C  4.4023  4.3768  3.7769
C  3.8941  4.6172  2.4988
C  3.0188  3.7198  1.9320
H  3.1520  -1.3032  5.7544
H  3.4826  -0.9111  4.0628
H  3.3721  -2.6013  4.5845
H  1.0377  -0.6122  4.8184
H  0.9533  -2.3696  5.0373
H  0.0100  -2.9598  1.7592
H  -0.2044  -3.2945  3.4850
H  2.2880  -3.9546  1.8045
H  1.1097  -5.0917  2.4791
H  2.1811  -4.2070  3.5597
H  2.8349  1.4717  4.4840
H  4.4181  3.0775  5.4828
H  5.0860  5.0888  4.2202
H  4.1885  5.5086  1.9627
H  2.6107  3.9100  0.9487
N  1.7166  2.0546  -1.6447
C  1.2098  2.5689  -2.9046
C  1.5602  3.7664  -3.4514
C  1.0730  4.1266  -4.7303
C  0.2949  3.2633  -5.4458
C  -0.0799  2.0125  -4.8926
C  -0.8275  1.0382  -5.5871
C  -1.1121  -0.1583  -4.9816
C  -0.7225  -0.3604  -3.6542
N  -0.0453  0.5415  -2.9569
C  0.3412  1.7007  -3.5886
H  2.6677  1.7088  -1.7766
H  1.7447  2.7570  -0.9093
H  2.2308  4.4358  -2.9260
H  1.3573  5.0806  -5.1518
H  -0.0345  3.5155  -6.4454
H  -1.1469  1.2345  -6.6035
H  -1.6402  -0.9441  -5.5026
H  -0.9568  -1.2864  -3.1456
Ge  -1.7884  -0.4271  -0.2797
C  -3.2480  -0.0195  -1.5783
C  -3.9207  1.2326  -1.5477
C  -4.9887  1.4681  -2.3610
C  -5.4696  0.4282  -3.2260
C  -4.8401  -0.8297  -3.2671
C  -3.7691  -1.0545  -2.4535
C  -2.0660  -2.2991  0.0927
C  -3.0229  -2.6407  1.0518
C  -3.2841  -3.9747  1.3424
C  -2.6008  -4.9783  0.6705
C  -1.6477  -4.6509  -0.2896
C  -1.3824  -3.3205  -0.5748
H  -2.2125  0.4402  0.9177
H  -3.5755  2.0077  -0.8743
H  -5.4980  2.4228  -2.3637
H  -6.3446  0.6174  -3.8362
H  -5.2305  -1.6056  -3.9116
H  -3.3038  -2.0336  -2.4242
H  -3.5710  -1.8689  1.5818
H  -4.0232  -4.2309  2.0901
H  -2.8166  -6.0165  0.8854
H  -1.1132  -5.4366  -0.8076
H  -0.6194  -3.0837  -1.3109

***

Results for E_tot: -3070.60745; -3181.50877; -4150.57015 (in Ha, following the order of the records).
Results for relative energy (zero: lowest compared OMol25 entry of this formula, charge and spin): 64.61; 20.95; 22.57 (in kcal/mol, following the order of the records).